[1]
The following is a quantum chemistry calculation of a single C5H8N2 molecule at a distorted geometry, from OMol25.

Computed properties:
* gap between HOMO and LUMO: 8.442 eV
* strongest force on any atom: 1.33 eV/A
* highest occupied orbital energy: -7.359 eV
* ΔE to the lowest compared entry with this formula, charge and spin: 0.969 eV
* total charge: 0
* lowest unoccupied orbital energy: 1.08 eV

Geometry (Å):
H: -0.0768 -1.5351 -1.0571
H: -3.1364 -0.0503 0.4928
C: 2.2725 -0.7087 0.0589
C: 0.9981 0.1327 -0.1866
C: -1.2935 0.1441 -0.2288
C: -0.1208 -0.5621 -0.5824
H: 3.2397 -0.3674 -0.3278
N: -2.6282 -0.2925 -0.3506
H: 0.8564 2.2745 0.6113
H: -1.5452 2.1688 0.5517
H: 2.1466 -1.7289 -0.3548
H: -2.6552 -1.2997 -0.4426
H: 2.3773 -0.8811 1.1353
C: -0.8980 1.3311 0.3077
N: 0.4832 1.3464 0.4099

=====

[2]
The following is a quantum chemistry calculation of a single C5H8N2 molecule at a distorted geometry, from OMol25.

Computed properties:
* gap between HOMO and LUMO (spin up / spin down): 4.168 / 8.005 eV
* ⟨S²⟩: 2.012
* strongest force on any atom: 5.66 eV/A
* spin multiplicity: 3
* highest occupied orbital energy (spin up / spin down): -3.239 / -8.630 eV
* ΔE to the lowest compared entry with this formula, charge and spin: 0.803 eV
* total charge: 0
* lowest unoccupied orbital energy (spin up / spin down): 0.93 / -0.62 eV

Geometry (Å):
H: 1.3993 -2.0936 -0.2836
H: 2.7801 1.7596 -0.1787
H: 0.4435 1.9453 -0.2298
N: 1.3878 -1.1415 -0.0300
C: 2.2866 0.8448 -0.0062
H: -1.2396 -1.6066 0.3014
C: 0.9010 0.9769 -0.0170
N: -1.0092 -0.6561 0.0057
H: 3.4012 -1.1505 -0.2116
C: 0.3057 -0.2540 0.0429
H: -2.7819 0.2455 -0.8784
H: -2.7166 -0.2089 0.7943
C: 2.6007 -0.4940 0.0697
C: -2.1876 0.1889 -0.0344
H: -1.9282 1.2595 0.2621

=====

[3]
The following is a quantum chemistry calculation of a gas-phase ion, C5H8N2 (charge +2) at a distorted geometry, from OMol25.

Computed properties:
* gap between HOMO and LUMO: 7.652 eV
* strongest force on any atom: 5.26 eV/A
* highest occupied orbital energy: -19.254 eV
* ΔE to the lowest compared entry with this formula, charge and spin: 1.766 eV
* total charge: +2
* lowest unoccupied orbital energy: -11.60 eV

Geometry (Å):
H: -1.7487 -0.2053 1.7518
C: 0.0716 -1.2674 0.6705
C: -0.3177 0.0625 0.4793
H: -1.7168 1.5117 0.8381
N: 0.3296 0.5130 -0.6305
H: 1.3657 -0.8080 -2.3324
H: 1.0121 1.7675 -2.0491
H: -0.0242 -1.9670 1.4109
H: -0.9685 1.1156 2.4256
C: 0.5304 1.6761 -1.0555
H: -0.0212 2.4877 -0.6651
N: 0.7459 -1.8011 -0.4217
H: 0.9694 -2.8518 -0.5015
C: 0.9838 -0.9655 -1.3525
C: -1.2113 0.7320 1.4321

=====

[4]
The following is a quantum chemistry calculation of a single C5H8N2O molecule at a distorted geometry, from OMol25.

Computed properties:
* gap between HOMO and LUMO: 9.460 eV
* strongest force on any atom: 6.32 eV/A
* highest occupied orbital energy: -8.476 eV
* ΔE to the lowest compared entry with this formula, charge and spin: 4.783 eV
* total charge: 0
* lowest unoccupied orbital energy: 0.98 eV

Geometry (Å):
H: 0.2048 -1.2884 -0.7362
H: -3.0176 -1.9697 0.2416
C: -0.9082 0.5790 0.1437
C: -1.4751 1.6876 -0.1558
N: 2.1974 -0.9029 -0.1391
H: -3.0047 -0.5968 -1.1922
H: 3.8562 0.1889 0.2056
O: 0.4254 0.4714 -0.0763
H: -0.8202 2.5103 -0.6661
H: -2.4689 2.0642 0.3764
C: 1.0106 -0.6321 -0.4787
H: 2.3185 1.1153 0.0743
C: -1.7326 -0.5961 0.5848
C: -2.6475 -1.0932 -0.2134
N: 2.8959 0.2660 0.3343
H: -1.6083 -1.0080 1.6572

=====

[5]
The following is a quantum chemistry calculation of a single C5H8N2O molecule at a distorted geometry, from OMol25.

Computed properties:
* gap between HOMO and LUMO: 9.762 eV
* strongest force on any atom: 4.10 eV/A
* highest occupied orbital energy: -8.966 eV
* ΔE to the lowest compared entry with this formula, charge and spin: 3.700 eV
* total charge: 0
* lowest unoccupied orbital energy: 0.80 eV

Geometry (Å):
C: -0.3607 0.7342 1.0361
H: 0.0726 1.5489 1.6665
N: -0.6923 1.0152 -0.2880
H: 2.1700 0.0302 -1.1506
H: 1.9201 1.8664 -0.7273
N: -1.8457 0.4239 -0.7575
C: -2.8008 -0.0405 -0.2092
H: 0.0681 -1.4906 -1.3799
C: 0.5220 0.1659 -0.0655
H: -0.8053 -0.0379 1.6968
C: 1.8420 0.7635 -0.4213
H: 1.2953 -2.0134 -0.1331
H: -0.3418 -1.8990 0.4876
O: -3.8518 -0.3987 0.1346
H: 2.4160 0.7419 0.4754
C: 0.3922 -1.4099 -0.3645

=====

[6]
The following is a quantum chemistry calculation of a single C5H8N2O molecule at a distorted geometry, from OMol25.

Computed properties:
* gap between HOMO and LUMO: 9.450 eV
* strongest force on any atom: 4.06 eV/A
* highest occupied orbital energy: -8.537 eV
* ΔE to the lowest compared entry with this formula, charge and spin: 2.865 eV
* total charge: 0
* lowest unoccupied orbital energy: 0.91 eV

Geometry (Å):
C: 0.6172 -1.0796 0.7883
H: 0.3939 -0.7902 -1.3416
C: -0.5630 -0.3426 0.5583
H: -1.6669 1.5566 -0.8179
H: -0.3667 2.8302 -0.5276
H: 0.0074 1.4553 -1.6671
H: -0.2132 -3.1193 -0.6189
N: -0.2248 1.0495 0.5133
C: -0.0764 -1.2613 -0.5378
C: -0.5733 1.7715 -0.7038
H: 0.5793 -1.9176 1.4778
H: 1.6129 1.9630 0.8615
O: -0.8205 -2.3785 -0.6018
N: 1.6596 -0.1596 0.8876
H: -1.5210 -0.5343 1.0096
C: 1.1555 0.9568 0.7204

=====

[7]
The following is a quantum chemistry calculation of a single C5H8N2O molecule at a distorted geometry, from OMol25.

Computed properties:
* gap between HOMO and LUMO: 8.894 eV
* strongest force on any atom: 1.79 eV/A
* highest occupied orbital energy: -8.260 eV
* ΔE to the lowest compared entry with this formula, charge and spin: 3.387 eV
* total charge: 0
* lowest unoccupied orbital energy: 0.63 eV

Geometry (Å):
H: -1.3993 -1.9295 1.0219
O: 1.5731 0.6714 -0.3093
H: -0.6722 -0.2096 -2.5464
C: -0.8041 -1.0749 0.6852
N: -0.9612 -0.9230 -0.6583
H: -0.3846 -0.7880 2.6989
H: 0.7275 -0.9663 -1.8053
H: -0.3144 1.5355 -0.4901
C: -0.1884 -0.3853 1.6841
C: 0.4527 1.0414 -1.1420
N: 1.5044 1.3382 0.9616
H: 0.6056 1.2595 2.7257
H: -1.4690 -1.7417 -1.0157
C: -0.0989 -0.2860 -1.5995
C: 0.6729 0.7845 1.7701
H: 0.7561 1.6738 -1.9808

=====

[8]
The following is a quantum chemistry calculation of a single C5H8N2O molecule at a distorted geometry, from OMol25.

Computed properties:
* gap between HOMO and LUMO: 9.842 eV
* strongest force on any atom: 8.41 eV/A
* highest occupied orbital energy: -9.259 eV
* ΔE to the lowest compared entry with this formula, charge and spin: 8.951 eV
* total charge: 0
* lowest unoccupied orbital energy: 0.58 eV

Geometry (Å):
H: 1.7101 -0.2293 1.3461
H: -0.8130 1.7709 -1.2343
H: -1.9965 -0.1987 -0.7753
H: -0.2850 -0.0011 -1.9023
H: -2.5748 1.0881 0.6255
C: 0.3997 0.1722 -0.8399
C: -0.3933 -0.4863 0.4114
C: -1.5793 0.5298 -0.0395
H: 0.3623 1.1512 1.6920
N: -0.4543 1.4628 -0.4045
H: 0.1150 -0.4426 2.4294
C: 1.4994 -0.6969 -1.0679
O: -0.2590 -1.7195 0.1445
H: 2.5137 -0.6626 -1.5260
C: 0.5792 0.0101 1.5594
N: 1.1757 -1.7482 -0.4188

=====

Which value of strongest force on any atom does entry 6 give? 4.06 eV/A